# 1
Here is a 12-piece molecular cluster, C37H61Cl7F24NO13 overall in a non-equilibrium geometry from the OMol25 dataset. Energies are from ωB97M-V/def2-TZVPD.

```
143
Properties=species:S:1:pos:R:3
C -2.79936 -1.22417 -4.72211
O -2.28191 -0.74673 -3.48811
C -2.35298 0.65426 -3.34133
C -2.03842 1.02783 -1.88992
N -2.49528 -0.10585 -1.00695
H -3.46710 -0.36555 -1.24828
H -1.92086 -0.90716 -1.27104
C -2.53030 0.17511 0.45341
C -1.33006 0.98190 0.89303
O -0.13253 0.38217 0.38980
C 1.02322 1.16612 0.67158
H -2.52225 -0.64680 -5.60791
H -3.88568 -1.27844 -4.61897
H -2.40309 -2.23483 -4.80570
H -3.33132 1.05188 -3.62342
H -1.57165 1.12664 -3.95064
H -2.50871 1.95743 -1.58331
H -0.97523 1.13536 -1.68918
H -2.59501 -0.79308 0.95521
H -3.50616 0.61459 0.66225
H -1.34072 1.08072 1.97922
H -1.41997 1.95357 0.39537
H 1.65006 0.89919 1.52426
H 0.76494 2.21677 0.53935
H 1.69384 0.95738 -0.17056
C -5.23885 -2.54635 -1.87377
O -5.16338 -1.42055 -1.10521
H -6.23633 -3.01984 -1.80244
H -4.92512 -2.46449 -2.94022
H -4.53081 -3.34598 -1.51839
Cl -5.29182 3.58202 -1.20786
O -4.68973 4.56914 -2.06554
O -6.63826 3.99957 -0.86856
O -5.36419 2.29558 -1.85814
O -4.51305 3.38396 -0.01430
C -0.67600 -0.54629 5.47676
C 0.29169 -1.10746 4.45757
C 0.22277 -2.64610 4.25933
F 1.32863 -3.04236 3.59812
F 0.18415 -3.34357 5.41261
F 0.10586 -0.59493 3.22151
F 1.58123 -0.82462 4.80955
O -0.16060 -0.72646 6.78928
C -0.79300 0.03511 7.74114
C -0.43389 -0.46064 9.14601
F -0.87749 0.42284 10.05733
F -0.92769 -1.68397 9.41166
F -0.35842 1.31401 7.58001
F -2.12541 0.05744 7.59463
H -1.57848 -1.16711 5.37613
H -1.08065 0.45251 5.30351
H -0.71924 -2.82166 3.72847
H 0.65527 -0.54532 9.19885
C 6.01069 -3.93116 0.81918
C 5.95841 -5.01480 -0.26619
C 4.86816 -4.85040 -1.30840
F 5.18341 -3.78848 -2.11502
F 4.60891 -5.92767 -2.06509
F 7.22066 -5.14858 -0.74974
F 5.74379 -6.20144 0.39165
O 4.77827 -3.26022 1.01757
C 4.80709 -1.90890 1.09989
C 3.45000 -1.38403 1.58665
F 3.51775 -0.03982 1.80072
F 2.43152 -1.63733 0.74148
F 5.70397 -1.51367 2.04043
F 5.13064 -1.34697 -0.07604
H 6.77509 -3.19711 0.55602
H 6.36138 -4.40727 1.73424
H 3.92385 -4.52093 -0.86710
H 3.15592 -1.80996 2.54995
C 2.31195 -3.02383 -5.20232
C 2.50669 -2.53252 -3.78265
C 1.45345 -1.51430 -3.38094
F 1.57328 -1.08267 -2.11800
F 1.43718 -0.46223 -4.24065
F 2.42112 -3.62641 -2.95443
F 3.77953 -2.10191 -3.62025
O 1.06789 -3.69851 -5.31573
C 0.60714 -3.87324 -6.60665
C -0.54437 -4.87780 -6.58579
F -0.15242 -6.14115 -6.36355
F -1.51285 -4.49388 -5.74110
F 0.19646 -2.65707 -7.05322
F 1.58882 -4.24731 -7.44049
H 3.07499 -3.75013 -5.48606
H 2.42583 -2.15613 -5.85825
H 0.48433 -2.01378 -3.49373
H -0.96749 -4.83226 -7.59919
C -1.56761 -4.62231 -0.62746
C -0.35034 -4.19410 0.19536
C 0.14625 -2.87313 -0.38037
O -0.89652 -2.42049 -1.21409
C -1.55709 -3.57254 -1.76722
H -2.42409 -4.33569 -0.01903
H -1.64363 -5.55859 -1.17258
H 0.47416 -4.91072 0.29301
H -0.55359 -4.11710 1.27003
H 1.07646 -3.07340 -0.92910
H 0.45271 -2.07363 0.29347
H -0.92538 -3.85783 -2.61930
H -2.53406 -3.26483 -2.13634
C 0.76649 5.74450 -2.45810
C -0.72931 6.09432 -2.29788
C -1.18589 4.94837 -1.43748
O -0.42745 3.80373 -1.79775
C 0.87173 4.24781 -2.18797
H 1.24835 6.38337 -1.71544
H 1.07987 6.10212 -3.44059
H -1.28354 6.05741 -3.24432
H -0.89081 7.14029 -2.03913
H -2.25824 4.77274 -1.51370
H -0.97265 5.15985 -0.37737
H 1.24497 3.68566 -3.04248
H 1.63806 4.26047 -1.40382
C -1.32828 3.58770 5.50807
C -1.59025 3.40467 4.01306
C -3.09816 3.12521 3.93143
O -3.59613 3.56516 5.18149
C -2.64632 3.11913 6.14674
H -1.30601 4.63480 5.82270
H -0.37930 3.17351 5.84645
H -0.98639 2.60980 3.56868
H -1.34244 4.30578 3.45093
H -3.32098 2.05551 3.82898
H -3.54669 3.67979 3.11059
H -2.68727 2.02967 6.27807
H -2.88110 3.53093 7.12598
C 3.95104 2.83524 3.62366
Cl 2.62949 2.96903 4.81930
Cl 5.51622 2.60272 4.46616
H 3.81752 1.91326 3.07001
H 4.01215 3.67432 2.94323
C 2.26305 6.05788 2.20044
Cl 1.68556 4.59598 1.38349
Cl 2.37329 7.42238 1.05794
H 1.71899 6.43327 3.06096
H 3.26215 5.82529 2.55856
C -0.46746 2.59457 -6.84578
Cl -0.30808 2.24742 -8.56535
Cl -0.71913 4.30754 -6.47364
H -1.34286 2.07883 -6.45981
H 0.36680 2.18537 -6.28395
```

Summary:
net charge: -1
spin multiplicity: 1

# 2
Here is an isolated molecule of C4HNO in a non-equilibrium geometry from the OMol25 dataset. Energies are from ωB97M-V/def2-TZVPD.

```
7
Properties=species:S:1:pos:R:3
O -0.76891 -0.57359 2.38955
C 0.18459 -0.54528 1.65126
C 0.11201 -0.07874 0.26078
C 0.08883 0.29664 -0.88413
C -0.22949 0.71588 -2.16243
N -0.57847 1.05395 -3.21765
H 1.19144 -0.86887 1.96262
```

Summary:
net charge: 0
spin multiplicity: 1

# 3
Here is C42H53AsF6HgN8O3SSi as an isolated structure in a non-equilibrium geometry from the OMol25 dataset. Energies are from ωB97M-V/def2-TZVPD.

```
116
Properties=species:S:1:pos:R:3
Hg -0.44601 -0.16713 0.15369
C 1.16324 4.30050 -0.82513
Si -0.32943 3.22097 -0.31836
C -0.05492 2.91417 1.52900
C -1.95139 4.24157 -0.53233
N -0.57563 1.68490 -1.14492
C -0.52791 1.60749 -2.51426
C -0.46810 2.77066 -3.30450
C -0.41449 2.75455 -4.67943
C -0.46682 1.55595 -5.36774
C -0.58931 0.39110 -4.63726
C -0.60585 0.40031 -3.24980
O -0.80580 -0.81342 -2.58644
C -0.18774 -1.91343 -3.11418
C 1.10267 -1.88584 -3.63877
C 1.69209 -3.05399 -4.07952
C 1.00588 -4.25538 -4.02371
C -0.28626 -4.28185 -3.52802
C -0.88569 -3.11852 -3.08195
H 1.17662 5.18221 -0.19103
H 1.16863 4.64149 -1.85435
H 2.10142 3.78154 -0.64327
H -0.47224 3.72273 2.11412
H 1.00408 2.87945 1.75065
H -0.50036 1.98111 1.85966
H -1.92148 5.14037 0.07848
H -2.81995 3.66174 -0.23193
H -2.11827 4.55771 -1.55921
H -0.46650 3.71997 -2.80462
H -0.34337 3.68802 -5.21760
H -0.42922 1.52854 -6.44531
H -0.66822 -0.56233 -5.14276
H 1.63515 -0.94891 -3.69654
H 2.69664 -3.02651 -4.47323
H 1.47712 -5.16337 -4.36641
H -0.83516 -5.21249 -3.48855
H -1.89261 -3.11854 -2.68689
C 3.97616 0.26054 -1.29653
C 2.59194 0.41481 -1.13457
N 1.79104 -0.57717 -0.82312
C 2.28643 -1.82272 -0.75279
C 3.65910 -2.08965 -0.95234
C 4.51515 -0.99437 -1.17232
C 4.13457 -3.43067 -0.93478
C 3.28479 -4.46719 -0.74868
C 1.89785 -4.24110 -0.53021
C 0.99519 -5.29539 -0.32247
C -0.32987 -5.01025 -0.11109
C -0.72789 -3.67234 -0.08147
N 0.09425 -2.66745 -0.26208
C 1.38955 -2.91971 -0.50223
H 4.59395 1.12904 -1.46758
H 2.13145 1.38696 -1.23298
H 5.58109 -1.16051 -1.24287
H 5.19034 -3.59616 -1.09034
H 3.63858 -5.48754 -0.75332
H 1.35826 -6.31274 -0.32902
H -1.05755 -5.79106 0.04061
H -1.75862 -3.42019 0.10919
C -4.86022 -3.22605 1.79323
N -4.45075 -2.33091 0.73729
C -5.18186 -2.15680 -0.37925
C -4.82532 -1.23845 -1.30648
C -3.64478 -0.46773 -1.05607
N -2.84716 -0.78996 -0.04726
C -3.22850 -1.64160 0.91903
O -2.58557 -1.85403 1.92866
N -3.34819 0.59416 -1.78870
H -5.79806 -3.70812 1.52794
H -4.98293 -2.66522 2.72097
H -4.08986 -3.98050 1.96094
H -6.06769 -2.76997 -0.47753
H -5.40933 -1.07354 -2.19264
H -3.85500 0.80798 -2.62886
H -2.52107 1.13439 -1.53518
O -2.94877 1.36783 1.59147
S -2.90568 1.66437 3.03072
C -3.04564 3.51918 3.17796
C -4.46247 3.88012 3.59991
C -5.34778 2.73526 3.12516
C -4.65701 1.47918 3.60858
H -2.80706 3.89702 2.18712
H -2.29576 3.85492 3.89157
H -4.76995 4.82553 3.15205
H -4.52955 3.97719 4.68628
H -5.36704 2.72818 2.03302
H -6.36831 2.82031 3.49852
H -5.05678 0.56455 3.18059
H -4.63134 1.41219 4.69559
F 2.84381 1.74079 1.05616
As 4.21411 2.55774 1.85365
F 4.88015 2.88742 0.25253
F 5.01695 0.98198 1.85765
F 5.56376 3.33410 2.59970
F 3.48797 2.19029 3.41806
F 3.29849 4.04887 1.79669
C 0.40734 -2.44158 2.88123
C 0.97024 -2.81811 4.27376
N 1.41404 -1.62735 4.97403
C 2.46816 -0.98677 4.20121
C 1.96915 -0.65470 2.77969
N 0.55169 -1.00069 2.64777
C -0.19839 -0.28768 3.68852
C 0.29557 -0.70738 5.09391
H -0.65142 -2.68251 2.79021
H 0.95999 -2.96899 2.10257
H 1.82959 -3.48751 4.18014
H 0.21403 -3.30957 4.89212
H 3.32588 -1.65981 4.17070
H 2.76443 -0.07678 4.72324
H 2.53312 -1.20158 2.02018
H 2.07302 0.40866 2.58818
H -1.25316 -0.51937 3.54662
H -0.04383 0.78056 3.53882
H -0.49523 -1.20731 5.66137
H 0.63970 0.15975 5.66251
```

Summary:
net charge: 0
spin multiplicity: 1

Quick rundown of LUMO, same order as above: 1.546 -1.254 -0.418 eV
Quick rundown of molar mass, same order as above: 1432.0 79.1 1167.6 Da